ORCA calculation (ωB97M-V/def2-TZVPD) on a structure of composition C12H19Cl2NO2PPr.

Properties
net charge: +2
spin multiplicity: 3
Kohn-Sham gap (alpha / beta): 5.476 / 5.455 eV

Structure (XYZ):
```
38
Properties=species:S:1:pos:R:3:mulliken_charge:R:1
C -0.499 -3.574 -4.122 -0.821
C -0.473 -2.675 -3.008 0.796
H -1.566 -3.779 -4.346 0.375
H 0.039 -4.525 -3.873 0.360
H 0.020 -3.102 -4.993 0.340
O -1.236 -1.985 -2.316 -0.313
Cl 1.951 -2.540 -2.191 -0.180
Pr 0.474 -0.978 -0.926 1.051
P -0.256 1.936 -1.757 0.831
C -1.629 3.149 -1.784 -1.291
C 1.138 3.131 -1.629 -1.204
H 0.655 0.834 -3.756 0.354
H -0.061 2.435 -4.111 0.432
H -1.126 1.015 -3.854 0.329
C -0.188 1.509 -3.545 -1.243
H 2.083 2.561 -1.572 0.320
H 1.141 3.804 -2.481 0.427
H -1.482 3.878 -2.571 0.410
H -1.674 3.665 -0.809 0.394
H 1.032 3.704 -0.691 0.368
H -2.586 2.627 -1.935 0.397
C -1.789 0.616 0.127 0.103
O -2.633 1.063 0.774 -0.149
Cl 2.829 0.163 -0.769 -0.385
C 0.653 -1.100 5.996 -1.368
C 0.440 -0.952 4.512 1.010
C 1.359 -0.215 3.767 -0.783
C 1.225 -0.183 2.362 -0.173
N 0.228 -0.829 1.701 -0.057
C -0.739 -1.431 2.460 -0.237
C -0.629 -1.532 3.858 -0.793
H 1.634 -1.553 6.214 0.353
H 0.634 -0.124 6.512 0.343
H -0.122 -1.736 6.439 0.356
H 2.186 0.301 4.232 0.459
H 1.950 0.352 1.749 0.381
H -1.592 -1.844 1.933 0.454
H -1.389 -2.086 4.406 0.355
```